The molecule C4H5NO, computed with wB97M-V/def2-TZVPD.

## Properties
Orbital gap ... 8.93 eV
Structure (SMILES) ... N=C=C/C=C\O
Energy relative to the best compared isomer or geometry (same formula, charge and spin) ... 2.242 eV
Charge ... 0
Lowest unoccupied orbital energy ... 0.890 eV
HOMO level ... -8.0 eV

XYZ file:
```
11
Properties=species:S:1:pos:R:3:mulliken_charge:R:1
O -0.249 -1.475 0.345 -0.536
N 2.349 -0.082 0.357 -0.524
C 1.300 0.421 -0.019 0.383
C -1.329 -0.685 0.010 -0.279
C 0.221 1.153 -0.267 -0.466
C -1.135 0.614 -0.229 -0.266
H -2.243 -1.238 -0.163 0.368
H 2.778 -0.789 -0.229 0.291
H -1.969 1.270 -0.467 0.352
H -0.133 -1.344 1.296 0.347
H 0.410 2.154 -0.635 0.330
```